Computed, not measured: a single C3H4N2O2 molecule in a non-equilibrium geometry, with ωB97M-V with the def2-TZVPD basis set.

## Properties
net charge: 0
DFT total energy: -376.516740 Ha
structure (SMILES): Cn1oncc1=O
HOMO: -9.715 eV
ΔE to the lowest compared entry with this formula, charge and spin: 648.6 kJ/mol
lowest unoccupied orbital energy: 0.0 eV

CARTESIAN COORDINATES (ANGSTROEM)
C (1.80, -0.14, -0.04)
N (0.28, -0.14, 0.03)
O (-0.33, -1.40, 0.14)
N (-1.65, -1.17, -0.06)
C (-1.79, 0.20, -0.09)
C (-0.64, 0.94, 0.11)
O (-0.51, 2.20, 0.04)
H (2.10, -0.81, -0.93)
H (1.95, 0.87, -0.20)
H (1.87, -0.70, 0.97)
H (-3.08, 0.15, 0.02)

Computed, not measured: a single C2H2N4O2 molecule in a non-equilibrium geometry, with ωB97M-V with the def2-TZVPD basis set.

## Properties
net charge: 0
DFT total energy: -446.696285 Ha
structure (SMILES): O/N=c1/cnonn1
HOMO: -9.493 eV
ΔE to the lowest compared entry with this formula, charge and spin: 725.8 kJ/mol
lowest unoccupied orbital energy: -0.6 eV

CARTESIAN COORDINATES (ANGSTROEM)
O (0.09, 2.14, 0.94)
N (-0.74, 1.21, 0.47)
C (-0.10, 0.21, 0.01)
C (-0.83, -0.97, -0.41)
N (-0.20, -2.11, -0.61)
O (1.06, -2.07, -0.25)
N (1.80, -0.80, -0.44)
N (1.30, 0.31, -0.27)
H (-0.49, 3.01, 1.10)
H (-1.90, -0.92, -0.54)

Computed, not measured: 6 unconnected molecules or ions with the total composition C7H26O7 in a non-equilibrium geometry, with ωB97M-V with the def2-TZVPD basis set.

## Properties
net charge: 0
DFT total energy: -808.711632 Ha
structure (SMILES): COCCOC.CO.CO.CO.O.O
HOMO: -9.118 eV
ΔE to the lowest compared entry with this formula, charge and spin: 725.6 kJ/mol
lowest unoccupied orbital energy: 0.3 eV

CARTESIAN COORDINATES (ANGSTROEM)
C (-0.57, -3.67, 3.74)
O (0.52, -3.11, 3.02)
C (0.07, -2.21, 2.11)
C (1.22, -1.35, 1.34)
O (2.24, -2.07, 0.61)
C (1.67, -2.83, -0.35)
H (-0.34, -4.51, 4.39)
H (-1.40, -3.98, 3.11)
H (-1.08, -2.98, 4.41)
H (-0.78, -1.63, 2.46)
H (-0.40, -2.84, 1.37)
H (1.67, -0.86, 2.21)
H (0.74, -0.59, 0.74)
H (1.06, -3.65, 0.04)
H (2.54, -3.33, -0.77)
H (1.29, -2.23, -1.18)
C (-2.23, 2.88, -1.51)
O (-1.65, 2.89, -0.23)
H (-1.74, 3.59, -2.18)
H (-2.04, 1.94, -2.03)
H (-3.28, 3.17, -1.47)
H (-0.89, 2.37, -0.49)
C (-2.74, -0.44, -1.70)
O (-1.63, 0.04, -0.99)
H (-3.39, -1.07, -1.09)
H (-3.13, 0.44, -2.21)
H (-2.38, -1.05, -2.52)
H (-1.88, 0.58, -0.23)
C (1.47, 3.55, -0.99)
O (2.18, 3.22, -2.18)
H (1.73, 2.77, -0.27)
H (1.76, 4.54, -0.64)
H (0.39, 3.56, -1.06)
H (3.11, 3.28, -1.95)
O (2.15, 0.67, -0.98)
H (2.21, 0.37, -0.07)
H (2.80, 1.37, -1.05)
O (-0.05, 1.10, -0.70)
H (0.88, 1.13, -0.92)
H (-0.08, 0.93, 0.24)

Computed, not measured: a gas-phase ion, C7H10NS3 (charge -1) in a non-equilibrium geometry, with ωB97M-V with the def2-TZVPD basis set.

## Properties
net charge: -1
DFT total energy: -1521.926312 Ha
HOMO (spin up / spin down): -2.402 / -2.372 eV
ΔE to the lowest compared entry with this formula, charge and spin: 398.6 kJ/mol
lowest unoccupied orbital energy (spin up / spin down): 3.2 / 3.2 eV

CARTESIAN COORDINATES (ANGSTROEM)
C (-1.70, -0.42, -0.46)
C (-2.03, -1.71, -2.40)
C (-3.30, -2.06, 0.02)
C (-0.17, 0.79, 1.25)
C (0.18, 0.83, -1.39)
C (0.63, -1.16, -0.14)
C (-0.28, 0.08, -0.10)
N (-2.35, -1.22, 0.34)
S (-1.75, -1.44, -3.95)
S (-4.08, -2.90, 1.21)
S (-3.47, -2.41, -1.70)
H (-1.01, 0.38, 1.79)
H (0.75, 0.56, 1.64)
H (-0.30, 1.83, 1.17)
H (1.26, 0.68, -1.52)
H (-0.01, 1.83, -1.22)
H (-0.39, 0.59, -2.27)
H (1.55, -0.87, 0.22)
H (0.79, -1.54, -1.13)
H (0.26, -2.08, 0.27)
H (-2.24, -0.96, 1.32)

Computed, not measured: a molecular structure, C21H27AsIrN3O9P2S in a non-equilibrium geometry, with ωB97M-V with the def2-TZVPD basis set.

## Properties
net charge: 0
DFT total energy: -5079.134093 Ha
HOMO: -8.138 eV
ΔE to the lowest compared entry with this formula, charge and spin: 210.8 kJ/mol
lowest unoccupied orbital energy: -1.0 eV

CARTESIAN COORDINATES (ANGSTROEM)
Ir (-1.34, 1.07, -0.18)
C (-4.11, -2.48, 2.39)
C (-3.75, -1.73, 1.12)
O (-4.54, -2.17, 0.02)
P (-4.10, 0.06, 1.27)
O (-3.58, 0.63, 2.66)
O (-5.66, 0.18, 1.48)
O (-3.66, 0.86, 0.07)
P (-1.93, -1.75, 0.79)
O (-2.05, -1.29, -0.78)
O (-1.20, -3.01, 0.91)
O (-1.48, -0.47, 1.53)
H (-5.15, -2.30, 2.67)
H (-3.46, -2.14, 3.20)
H (-3.95, -3.54, 2.24)
H (-4.06, -1.93, -0.79)
H (-2.63, 0.39, 2.69)
H (-6.14, -0.42, 0.90)
H (-1.32, -1.64, -1.32)
S (1.49, 3.39, -2.77)
C (0.16, 2.86, -2.06)
N (-0.81, 2.47, -1.52)
C (-3.65, 3.61, 1.20)
As (-1.84, 2.95, 1.37)
C (-0.89, 4.55, 0.81)
C (-1.52, 3.03, 3.28)
H (-3.72, 4.60, 1.63)
H (-4.34, 2.93, 1.68)
H (-3.90, 3.64, 0.14)
H (-1.21, 5.40, 1.41)
H (-1.11, 4.74, -0.24)
H (0.18, 4.39, 0.92)
H (-1.54, 4.07, 3.58)
H (-0.53, 2.61, 3.49)
H (-2.27, 2.47, 3.83)
O (1.57, 1.13, 2.26)
C (1.59, 0.54, 1.21)
N (2.53, -0.35, 0.77)
C (2.35, -0.75, -0.62)
C (0.97, -0.12, -0.85)
O (0.22, -0.24, -1.83)
N (0.65, 0.65, 0.19)
C (2.37, -2.26, -0.83)
C (3.10, -3.08, 0.01)
C (3.16, -4.45, -0.22)
C (2.49, -5.01, -1.29)
C (1.76, -4.19, -2.14)
C (1.70, -2.83, -1.92)
C (3.39, -0.11, -1.55)
C (3.07, 0.18, -2.88)
C (4.02, 0.75, -3.72)
C (5.29, 1.03, -3.25)
C (5.62, 0.73, -1.94)
C (4.67, 0.16, -1.10)
H (3.38, -0.48, 1.29)
H (3.64, -2.66, 0.85)
H (3.75, -5.07, 0.45)
H (2.53, -6.08, -1.46)
H (1.23, -4.62, -2.98)
H (1.13, -2.20, -2.58)
H (2.07, -0.01, -3.25)
H (3.75, 0.98, -4.74)
H (6.02, 1.49, -3.90)
H (6.61, 0.95, -1.56)
H (4.95, -0.08, -0.08)

Computed, not measured: 2 unconnected molecules or ions with the total composition C3H6N in a non-equilibrium geometry, with ωB97M-V with the def2-TZVPD basis set.

## Properties
net charge: +1
DFT total energy: -172.242163 Ha
HOMO: -15.164 eV
ΔE to the lowest compared entry with this formula, charge and spin: 305.7 kJ/mol
lowest unoccupied orbital energy: -3.8 eV

CARTESIAN COORDINATES (ANGSTROEM)
C (0.62, 0.91, -0.87)
C (-0.07, -0.07, -1.48)
C (-0.42, 0.24, -0.06)
N (0.03, -0.62, 1.09)
H (1.31, 1.65, -0.78)
H (-0.14, -0.68, -2.37)
H (-1.70, 0.85, 0.54)
H (-0.71, -1.36, 1.47)
H (0.21, 0.05, 1.81)
H (0.88, -0.97, 0.66)

Computed, not measured: a molecular structure, C46H33Cl2IN7O4Ta in a non-equilibrium geometry, with ωB97M-V with the def2-TZVPD basis set.

## Properties
net charge: +2
DFT total energy: -3731.814109 Ha
HOMO: -12.484 eV
ΔE to the lowest compared entry with this formula, charge and spin: 56.2 kJ/mol
lowest unoccupied orbital energy: -7.7 eV

CARTESIAN COORDINATES (ANGSTROEM)
Ta (-0.04, 0.11, -0.60)
C (4.91, -1.36, 2.10)
C (4.04, -2.11, 1.34)
C (3.08, -1.51, 0.54)
C (2.99, -0.12, 0.47)
C (3.87, 0.63, 1.24)
C (4.82, 0.03, 2.04)
N (1.98, 0.57, -0.30)
C (2.38, 1.79, -0.86)
C (3.65, 2.12, -1.33)
C (3.90, 3.39, -1.80)
C (2.92, 4.40, -1.81)
C (1.65, 4.10, -1.39)
C (1.39, 2.78, -0.99)
N (0.17, 2.33, -0.53)
N (-0.77, 3.11, -0.24)
C (-1.80, 2.45, 0.44)
C (-2.85, 3.21, 0.92)
C (-3.81, 2.57, 1.71)
C (-3.67, 1.22, 1.97)
C (-2.60, 0.53, 1.43)
N (-1.68, 1.13, 0.67)
H (5.66, -1.83, 2.72)
H (4.10, -3.19, 1.37)
H (2.43, -2.16, -0.02)
H (3.81, 1.71, 1.23)
H (5.49, 0.64, 2.63)
H (4.44, 1.38, -1.30)
H (4.89, 3.63, -2.16)
H (3.17, 5.39, -2.16)
H (0.84, 4.82, -1.41)
H (-2.89, 4.26, 0.70)
H (-4.64, 3.13, 2.11)
H (-4.39, 0.69, 2.58)
H (-2.48, -0.53, 1.59)
O (2.02, -2.87, -2.40)
C (1.47, -1.83, -2.25)
O (0.64, -1.58, -1.22)
C (1.56, -0.66, -3.17)
C (2.42, -0.72, -4.26)
C (2.48, 0.36, -5.09)
C (1.61, 1.45, -4.86)
C (1.58, 2.54, -5.77)
C (0.68, 3.55, -5.60)
C (-0.22, 3.50, -4.52)
C (-0.19, 2.48, -3.61)
C (0.74, 1.42, -3.74)
N (0.78, 0.37, -2.85)
H (3.01, -1.62, -4.40)
H (3.15, 0.38, -5.94)
H (2.26, 2.53, -6.60)
H (0.64, 4.37, -6.31)
H (-0.96, 4.29, -4.41)
H (-0.92, 2.47, -2.82)
I (0.84, 1.50, 2.78)
C (0.43, -0.53, 2.54)
C (0.54, -1.31, 3.68)
C (0.25, -2.66, 3.60)
C (-0.13, -3.19, 2.38)
C (-0.20, -2.36, 1.28)
N (0.08, -1.03, 1.34)
H (0.84, -0.86, 4.61)
H (0.33, -3.29, 4.48)
H (-0.37, -4.24, 2.26)
H (-0.48, -2.74, 0.31)
Cl (-1.32, -4.43, -2.60)
C (-0.49, -3.65, -3.90)
C (0.60, -4.29, -4.47)
C (1.31, -3.69, -5.49)
C (0.94, -2.43, -5.94)
C (-0.16, -1.81, -5.38)
Cl (-0.60, -0.21, -5.93)
C (-0.92, -2.40, -4.36)
N (-2.01, -1.72, -3.79)
C (-3.30, -2.31, -3.68)
C (-3.71, -3.43, -4.39)
C (-4.95, -3.99, -4.15)
C (-5.80, -3.44, -3.20)
C (-5.41, -2.30, -2.51)
C (-4.17, -1.73, -2.76)
C (-3.76, -0.43, -2.12)
C (-2.36, -0.38, -1.58)
O (-1.61, 0.62, -1.88)
O (-1.87, -1.17, -0.74)
H (0.88, -5.27, -4.10)
H (2.15, -4.19, -5.94)
H (1.48, -1.93, -6.73)
H (-2.05, -0.76, -4.13)
H (-3.04, -3.87, -5.12)
H (-5.25, -4.87, -4.70)
H (-6.76, -3.88, -3.01)
H (-6.07, -1.84, -1.79)
H (-4.42, -0.20, -1.28)
H (-3.83, 0.41, -2.82)

Computed, not measured: a molecular structure, C4H3ClFNS in a non-equilibrium geometry, with ωB97M-V with the def2-TZVPD basis set.

## Properties
net charge: 0
DFT total energy: -1167.048836 Ha
HOMO: -9.837 eV
ΔE to the lowest compared entry with this formula, charge and spin: 419.8 kJ/mol
lowest unoccupied orbital energy: -2.3 eV

CARTESIAN COORDINATES (ANGSTROEM)
C (-0.22, -0.58, 2.18)
C (0.29, -0.58, 0.68)
C (-0.55, 0.36, -0.32)
C (-0.65, 0.13, -1.69)
H (-1.14, -1.40, 1.94)
H (-0.71, 0.65, 2.44)
H (0.61, -1.00, 2.72)
N (-0.09, 0.19, -2.88)
F (0.05, -1.95, 0.41)
S (-1.53, 1.64, 0.15)
Cl (1.93, -0.25, 0.12)

Computed, not measured: 13 unconnected molecules or ions with the total composition C5H39N2O12 in a non-equilibrium geometry, with ωB97M-V with the def2-TZVPD basis set.

## Properties
net charge: +1
DFT total energy: -1225.858661 Ha
HOMO: -11.765 eV
ΔE to the lowest compared entry with this formula, charge and spin: 723.3 kJ/mol
lowest unoccupied orbital energy: -2.7 eV

CARTESIAN COORDINATES (ANGSTROEM)
C (0.81, -2.69, 0.59)
C (2.22, -2.41, 0.03)
C (2.32, -1.03, -0.77)
C (1.04, -0.48, -1.35)
C (1.28, 0.93, -2.03)
N (0.14, 1.83, -1.87)
N (0.85, -1.88, 2.09)
H (0.86, -3.75, 0.93)
H (0.01, -2.26, 0.17)
H (2.40, -3.25, -0.69)
H (2.94, -2.36, 0.81)
H (2.91, -0.29, -0.22)
H (3.10, -1.02, -1.45)
H (0.22, -0.41, -0.56)
H (0.66, -1.38, -2.01)
H (2.10, 1.42, -1.44)
H (1.66, 0.89, -3.05)
H (0.35, 2.68, -1.43)
H (-0.56, 1.56, -1.21)
H (1.43, -2.46, 2.67)
H (-0.10, -1.92, 2.70)
H (1.14, -0.89, 1.87)
H (-2.32, 2.47, -1.13)
H (-3.74, 2.76, -1.44)
O (-3.18, 2.03, -1.42)
H (0.90, 0.18, -4.91)
H (-0.22, 0.47, -4.14)
O (0.16, -0.27, -4.48)
H (2.74, 3.69, -0.39)
H (1.88, 4.59, -1.28)
O (1.82, 4.20, -0.43)
H (-1.67, -2.61, -3.72)
H (-1.03, -1.33, -3.38)
O (-1.54, -2.01, -3.00)
H (2.57, 0.16, 1.73)
H (4.11, 0.41, 2.01)
O (3.33, 0.59, 1.61)
H (-3.92, -0.04, 0.05)
H (-4.83, -0.53, -1.09)
O (-4.35, -0.85, -0.29)
H (1.53, 1.63, 2.67)
H (1.23, 1.31, 1.13)
O (1.04, 0.96, 2.04)
H (-2.13, 0.00, 3.57)
H (-1.84, 1.47, 3.74)
O (-1.76, 0.65, 4.20)
H (-3.14, -2.21, -0.11)
H (-2.13, -2.14, -1.17)
O (-2.22, -2.07, -0.37)
H (-1.38, -1.78, 4.33)
H (-0.25, -0.75, 4.52)
O (-0.42, -1.64, 4.12)
H (-1.98, -0.93, 0.92)
H (-1.62, 0.52, 0.57)
O (-1.39, -0.17, 1.18)
H (-1.07, 3.01, 0.55)
H (-0.08, 3.92, 0.12)
O (-0.86, 3.45, -0.12)

Computed, not measured: a molecular structure, C25H41N2NaO5SSi3, with ωB97M-V with the def2-TZVPD basis set.

## Properties
net charge: 0
DFT total energy: -2892.070123 Ha
HOMO: -6.607 eV
ΔE to the lowest compared entry with this formula, charge and spin: 0.0 kJ/mol
lowest unoccupied orbital energy: -0.5 eV

CARTESIAN COORDINATES (ANGSTROEM)
Na (-0.82, -0.52, -0.06)
O (-2.13, 4.01, -1.64)
C (-2.38, 2.89, -0.95)
O (-3.02, 1.97, -1.37)
C (-1.79, 2.95, 0.43)
C (-1.69, 4.17, 1.09)
C (-1.26, 4.16, 2.41)
C (-0.90, 2.96, 2.98)
C (-0.97, 1.80, 2.22)
N (-1.44, 1.79, 0.97)
C (-0.58, 0.45, 2.77)
O (0.19, 0.44, 3.87)
O (-0.98, -0.57, 2.28)
H (-2.51, 3.89, -2.53)
H (-1.96, 5.08, 0.59)
H (-1.20, 5.08, 2.97)
H (-0.56, 2.92, 4.01)
H (0.78, 1.20, 3.87)
C (4.51, 1.60, 0.12)
Si (2.63, 1.54, 0.40)
C (2.00, 3.19, -0.29)
C (2.55, 1.86, 2.29)
C (1.76, 0.08, -0.26)
Si (1.56, 0.18, -2.08)
C (0.11, 1.31, -2.58)
C (3.05, 0.83, -3.06)
C (1.12, -1.45, -2.93)
Si (2.54, -1.47, 0.26)
C (4.12, -1.97, -0.66)
C (3.02, -1.59, 2.09)
C (1.39, -3.00, 0.02)
C (1.92, -4.29, 0.01)
C (1.10, -5.39, -0.16)
C (-0.26, -5.18, -0.33)
C (-0.72, -3.87, -0.30)
N (0.07, -2.81, -0.13)
H (4.90, 2.56, 0.45)
H (4.78, 1.46, -0.93)
H (5.03, 0.82, 0.70)
H (2.56, 4.01, 0.17)
H (0.94, 3.35, -0.07)
H (2.11, 3.28, -1.37)
H (3.37, 2.55, 2.53)
H (2.67, 0.97, 2.90)
H (1.63, 2.39, 2.55)
H (0.12, 2.27, -2.05)
H (-0.86, 0.83, -2.41)
H (0.16, 1.52, -3.66)
H (3.32, 1.85, -2.78)
H (2.82, 0.82, -4.13)
H (3.93, 0.20, -2.90)
H (0.15, -1.84, -2.61)
H (1.85, -2.25, -2.79)
H (1.05, -1.25, -4.01)
H (4.85, -1.16, -0.60)
H (3.94, -2.18, -1.71)
H (4.59, -2.85, -0.22)
H (3.83, -0.92, 2.35)
H (3.37, -2.61, 2.28)
H (2.18, -1.40, 2.76)
H (2.99, -4.43, 0.13)
H (1.51, -6.39, -0.18)
H (-0.95, -5.99, -0.48)
H (-1.78, -3.65, -0.44)
O (-2.81, -1.34, -0.68)
S (-3.73, -1.58, 0.48)
C (-5.14, -2.52, -0.19)
C (-6.17, -1.50, -0.67)
C (-6.20, -0.44, 0.42)
C (-4.74, -0.07, 0.67)
H (-5.53, -3.15, 0.61)
H (-4.71, -3.15, -0.97)
H (-7.14, -1.97, -0.83)
H (-5.84, -1.07, -1.61)
H (-6.65, -0.85, 1.33)
H (-6.77, 0.44, 0.13)
H (-4.53, 0.38, 1.64)
H (-4.34, 0.58, -0.11)

Computed, not measured: 2 unconnected molecules or ions with the total composition C3H10NO2 in a non-equilibrium geometry, with ωB97M-V with the def2-TZVPD basis set.

## Properties
net charge: -1
DFT total energy: -325.472362 Ha
HOMO: -2.685 eV
ΔE to the lowest compared entry with this formula, charge and spin: 216.1 kJ/mol
lowest unoccupied orbital energy: 4.0 eV

CARTESIAN COORDINATES (ANGSTROEM)
C (0.68, -1.01, -0.90)
N (-0.33, -0.39, -0.05)
C (0.05, 0.94, 0.31)
C (0.86, 0.85, 1.86)
O (0.90, -0.22, 2.52)
H (0.16, -1.10, -1.87)
H (0.95, -2.06, -0.75)
H (1.56, -0.53, -1.27)
H (-0.28, -0.88, 0.84)
H (-0.74, 1.64, 0.46)
H (0.95, 1.45, -0.12)
H (0.46, 1.82, 2.27)
H (1.92, 1.08, 1.58)
H (-1.75, -0.56, -1.08)
H (-2.87, -0.11, -2.13)
O (-2.50, -0.92, -1.65)

- Look up the DFT total energy of the eighth one.
  -1167.048836 Ha